C31H39Cl2CrN5O4PS2 | ωB97M-V/def2-TZVPD

- HOMO-LUMO gap (alpha / beta): 7.21 / 7.30 eV
- LUMO energy (alpha / beta): -0.0158 / -0.0216 Ha
- 2S+1: 4
- HOMO level (alpha / beta): -7.64 / -7.88 eV

Last column: Löwdin charge in e.
Cartesian coordinates (Å):
1 Cr -1.076 -0.447 0.398  0.53
2 N 6.902 -1.506 1.737  0.10
3 C 5.609 -1.118 2.049  -0.32
4 C 5.075 0.062 1.519  -0.04
5 C 3.801 0.473 1.868  -0.08
6 C 3.042 -0.291 2.749  -0.30
7 C 3.566 -1.458 3.296  -0.06
8 C 4.839 -1.868 2.945  -0.03
9 S 1.394 0.205 3.124  0.62
10 O 1.071 -0.232 4.445  -0.27
11 O 1.320 1.609 2.825  -0.31
12 N 0.474 -0.567 1.990  -0.13
13 C 0.135 -1.875 2.179  -0.45
14 N 0.728 -2.759 2.999  0.15
15 C 0.200 -3.974 3.048  -0.10
16 C -0.889 -4.385 2.285  -0.05
17 C -1.385 -3.457 1.403  -0.11
18 N -0.871 -2.238 1.339  0.00
19 H 7.334 -1.091 0.932  0.09
20 H 7.163 -2.458 1.916  0.09
21 H 5.676 0.664 0.845  0.11
22 H 3.388 1.399 1.480  0.11
23 H 2.963 -2.028 3.992  0.10
24 H 5.260 -2.771 3.380  0.11
25 H 0.688 -4.670 3.726  0.12
26 H -1.305 -5.379 2.359  0.10
27 H -2.203 -3.670 0.725  0.12
28 C 2.146 -1.115 -0.464  -0.03
29 C 1.151 -1.812 -1.340  -0.31
30 C 1.664 -2.694 -2.318  -0.01
31 C 0.843 -3.244 -3.245  0.01
32 C -0.535 -2.946 -3.210  -0.15
33 C -1.432 -3.462 -4.170  -0.04
34 C -2.760 -3.160 -4.084  -0.07
35 C -3.237 -2.361 -3.030  -0.10
36 C -2.395 -1.855 -2.064  -0.57
37 S -3.035 -0.923 -0.741  0.79
38 C -1.002 -2.114 -2.167  -0.21
39 N -0.143 -1.544 -1.244  0.05
40 H 3.085 -0.991 -1.004  0.10
41 H 2.359 -1.692 0.439  0.09
42 H 1.789 -0.141 -0.149  0.06
43 H 2.730 -2.886 -2.327  0.12
44 H 1.229 -3.897 -4.021  0.12
45 H -1.043 -4.092 -4.963  0.11
46 H -3.453 -3.544 -4.824  0.11
47 H -4.296 -2.138 -2.947  0.11
48 C 0.181 3.522 -2.707  -0.11
49 C 0.394 2.255 -1.867  -0.50
50 C 0.641 1.097 -2.840  -0.10
51 P -0.917 1.909 -0.579  1.09
52 C -0.456 3.050 0.812  -0.52
53 C -1.557 3.200 1.868  -0.08
54 C 0.167 4.414 0.496  -0.10
55 C -2.539 2.443 -1.290  -0.52
56 C -2.818 3.947 -1.371  -0.09
57 C -2.808 1.794 -2.657  -0.12
58 H 1.112 3.753 -3.235  0.09
59 H -0.101 4.396 -2.133  0.05
60 H -0.584 3.351 -3.466  0.06
61 H 1.297 2.382 -1.259  0.10
62 H -0.268 0.829 -3.385  0.08
63 H 1.009 0.209 -2.340  0.03
64 H 1.392 1.399 -3.577  0.09
65 H 0.327 2.478 1.295  0.05
66 H -2.474 3.642 1.477  0.07
67 H -1.181 3.845 2.666  0.09
68 H -1.801 2.247 2.320  0.04
69 H -0.541 5.123 0.063  0.07
70 H 1.039 4.346 -0.157  0.06
71 H 0.512 4.834 1.444  0.09
72 H -3.229 2.005 -0.566  0.07
73 H -2.288 4.415 -2.201  0.06
74 H -2.570 4.483 -0.458  0.05
75 H -3.889 4.084 -1.549  0.09
76 H -2.253 2.301 -3.450  0.06
77 H -3.872 1.882 -2.894  0.09
78 H -2.557 0.736 -2.678  0.02
79 Cl -3.669 -1.907 3.650  0.61
80 C -4.022 -0.180 3.394  -0.98
81 Cl -3.428 0.803 4.748  0.62
82 C -3.416 0.358 2.091  -0.78
83 O -4.151 0.988 1.354  0.03
84 O -2.156 0.080 1.941  -0.25
85 H -5.093 -0.074 3.361  0.06

Cartesian forces (eV/Å) of the 3 atoms listed first:
Cr -0.33 0.23 0.30
N -0.13 0.16 0.11
C 0.07 -0.03 -0.04

C48H108NO3P3 | ωB97M-V/def2-TZVPD

- ΔE to the lowest compared entry with this formula, charge and spin: 179.34 kJ/mol
- HOMO-LUMO gap: 9.96 eV
- LUMO energy: -0.1290 Ha
- 2S+1: 1
- Total charge: +2
- HOMO level: -13.47 eV

Last column: Löwdin charge in e.
Cartesian coordinates (Å):
1 C 3.653 -1.421 6.061  -0.09
2 C 3.375 -1.632 4.598  -0.27
3 C 2.023 -1.123 4.180  -0.27
4 C 0.884 -1.827 4.939  -0.24
5 P -0.706 -1.645 4.076  1.02
6 C -1.732 -3.009 4.683  -0.24
7 C -2.942 -3.163 3.690  -0.24
8 C -3.866 -4.315 4.090  -0.24
9 C -4.646 -4.229 5.445  -0.08
10 C -0.427 -1.680 2.304  -0.27
11 C 0.175 -2.999 1.773  -0.24
12 C -0.091 -3.248 0.289  -0.28
13 C 0.443 -4.615 -0.009  -0.10
14 C -1.494 -0.037 4.469  -0.21
15 C -0.556 1.250 4.178  -0.24
16 C -1.433 2.495 4.134  -0.25
17 C -2.425 2.727 5.344  -0.10
18 H 2.916 -1.995 6.621  0.07
19 H 3.586 -0.340 6.342  0.10
20 H 4.602 -1.821 6.304  0.07
21 H 3.349 -2.732 4.438  0.12
22 H 4.139 -1.233 3.923  0.11
23 H 1.918 -1.257 3.095  0.09
24 H 1.931 -0.038 4.299  0.08
25 H 0.745 -1.626 5.997  0.11
26 H 1.104 -2.891 4.880  0.10
27 H -2.066 -2.731 5.670  0.10
28 H -1.066 -3.853 4.673  0.09
29 H -2.457 -3.396 2.757  0.08
30 H -3.468 -2.216 3.664  0.10
31 H -3.289 -5.201 3.929  0.10
32 H -4.712 -4.349 3.330  0.13
33 H -4.140 -4.617 6.303  0.06
34 H -5.500 -4.826 5.354  0.05
35 H -4.968 -3.180 5.598  0.09
36 H 0.197 -0.901 1.849  0.08
37 H -1.375 -1.486 1.844  0.09
38 H -0.354 -3.837 2.284  0.11
39 H 1.271 -3.105 2.003  0.13
40 H 0.440 -2.453 -0.304  0.10
41 H -1.196 -3.172 0.047  0.12
42 H 1.478 -4.738 0.326  0.09
43 H 0.348 -4.784 -1.043  0.04
44 H -0.195 -5.347 0.535  0.10
45 H -1.651 -0.054 5.579  0.11
46 H -2.443 0.026 3.932  0.10
47 H -0.016 1.166 3.260  0.04
48 H 0.229 1.391 4.954  0.11
49 H -2.034 2.393 3.239  0.08
50 H -0.793 3.365 3.943  0.11
51 H -3.427 2.214 5.310  0.07
52 H -2.720 3.818 5.445  0.08
53 H -1.974 2.369 6.313  0.08
54 C -5.067 2.100 0.157  -0.07
55 C -3.910 2.688 -0.711  -0.22
56 C -3.691 1.872 -2.057  -0.20
57 C -3.202 0.428 -1.761  -0.27
58 P -2.755 -0.631 -3.172  1.03
59 C -1.643 0.168 -4.413  -0.24
60 C -0.474 0.855 -3.728  -0.27
61 C 0.519 1.437 -4.752  -0.24
62 C -0.266 2.583 -5.444  -0.09
63 C -1.835 -1.987 -2.368  -0.26
64 C -1.065 -3.013 -3.275  -0.19
65 C -1.948 -4.104 -4.002  -0.27
66 C -1.095 -5.045 -4.753  -0.11
67 C -4.289 -1.078 -3.976  -0.27
68 C -5.303 -1.839 -3.053  -0.23
69 C -6.478 -2.455 -3.852  -0.24
70 C -6.091 -3.717 -4.559  -0.11
71 H -5.161 2.555 1.120  0.06
72 H -4.814 1.088 0.331  0.04
73 H -5.981 2.245 -0.391  0.07
74 H -2.973 2.731 -0.175  0.07
75 H -4.033 3.743 -1.025  0.11
76 H -2.969 2.426 -2.670  0.09
77 H -4.626 1.763 -2.658  0.12
78 H -4.123 -0.011 -1.382  0.07
79 H -2.407 0.368 -0.980  0.08
80 H -2.168 0.830 -5.052  0.07
81 H -1.274 -0.679 -5.031  0.11
82 H 0.018 0.119 -3.055  0.09
83 H -0.720 1.721 -3.099  0.10
84 H 0.838 0.685 -5.485  0.11
85 H 1.489 1.722 -4.301  0.09
86 H -0.807 3.338 -4.784  0.09
87 H -1.087 2.005 -5.972  0.08
88 H 0.326 3.084 -6.202  0.07
89 H -2.530 -2.473 -1.696  0.09
90 H -1.180 -1.423 -1.710  0.05
91 H -0.343 -3.552 -2.643  0.08
92 H -0.554 -2.400 -4.042  0.10
93 H -2.796 -3.686 -4.580  0.10
94 H -2.410 -4.670 -3.208  0.10
95 H -0.472 -5.593 -4.032  0.09
96 H -0.442 -4.530 -5.473  0.09
97 H -1.639 -5.699 -5.392  0.07
98 H -4.065 -1.716 -4.856  0.10
99 H -4.693 -0.133 -4.323  0.10
100 H -5.606 -1.203 -2.196  0.11
101 H -4.666 -2.554 -2.600  0.07
102 H -6.861 -1.654 -4.546  0.13
103 H -7.286 -2.627 -3.139  0.11
104 H -6.880 -4.491 -4.573  0.09
105 H -5.222 -4.259 -4.162  0.07
106 H -5.885 -3.504 -5.590  0.07
107 C -0.476 4.970 -1.631  -0.09
108 C 0.884 5.082 -2.340  -0.26
109 C 2.028 4.530 -1.516  -0.24
110 C 2.074 3.039 -1.353  -0.26
111 P 3.432 2.487 -0.295  1.01
112 C 3.368 0.684 -0.235  -0.27
113 C 2.981 -0.054 -1.494  -0.29
114 C 3.316 -1.518 -1.410  -0.26
115 C 2.986 -2.226 -2.731  -0.09
116 C 4.980 3.058 -0.928  -0.29
117 C 5.591 2.260 -2.103  -0.20
118 C 7.058 2.728 -2.242  -0.28
119 C 7.296 4.202 -2.272  -0.11
120 C 3.180 3.193 1.353  -0.23
121 C 4.274 2.618 2.269  -0.25
122 C 3.746 1.979 3.539  -0.27
123 C 2.844 2.819 4.398  -0.09
124 H -0.535 4.054 -1.056  0.06
125 H -1.192 5.075 -2.428  0.07
126 H -0.583 5.848 -0.968  0.09
127 H 1.081 6.150 -2.519  0.12
128 H 0.797 4.646 -3.330  0.09
129 H 1.834 5.052 -0.564  0.12
130 H 3.070 4.771 -1.981  0.14
131 H 2.291 2.486 -2.241  0.07
132 H 1.190 2.560 -0.978  0.07
133 H 2.657 0.431 0.517  0.06
134 H 4.301 0.247 0.166  0.11
135 H 3.506 0.434 -2.361  0.11
136 H 1.915 0.060 -1.679  0.08
137 H 2.748 -1.981 -0.537  0.12
138 H 4.424 -1.653 -1.178  0.13
139 H 3.328 -1.670 -3.642  0.10
140 H 1.938 -2.433 -2.761  0.03
141 H 3.521 -3.189 -2.661  0.08
142 H 5.594 3.094 -0.008  0.11
143 H 4.816 4.081 -1.222  0.08
144 H 5.020 2.558 -2.976  0.11
145 H 5.592 1.185 -1.863  0.11
146 H 7.481 2.307 -3.131  0.10
147 H 7.564 2.360 -1.342  0.12
148 H 8.346 4.489 -2.284  0.09
149 H 6.792 4.530 -1.377  0.05
150 H 6.713 4.620 -3.144  0.11
151 H 2.168 2.849 1.558  0.07
152 H 3.133 4.279 1.311  0.11
153 H 5.022 3.411 2.593  0.14
154 H 4.883 1.899 1.723  0.08
155 H 4.632 1.670 4.169  0.14
156 H 3.199 1.123 3.199  0.07
157 H 2.641 2.339 5.354  0.07
158 H 1.845 2.926 3.977  0.06
159 H 3.366 3.735 4.661  0.09
160 N -0.167 0.967 0.572  -0.64
161 O -1.272 1.276 0.969  0.01
162 O 0.790 1.250 1.285  -0.07
163 O -0.050 0.392 -0.482  -0.02

Cartesian forces (eV/Å) of the 3 atoms listed first:
C -0.74 1.03 -0.03
C 0.00 -0.92 -0.39
C -0.49 0.80 -0.07

C7H15N4O2 | ωB97M-V/def2-TZVPD

- ΔE to the lowest compared entry with this formula, charge and spin: 0.00 kJ/mol
- SMILES string: [H]/N=C1\C[C@@H](N)[C@@](N)(O)[C@]1(O)C(C)=[NH2+]
- HOMO-LUMO gap: 9.83 eV
- LUMO energy: -0.1339 Ha
- 2S+1: 1
- Total charge: +1
- HOMO level: -13.47 eV

Last column: Löwdin charge in e.
Cartesian coordinates (Å):
1 H 1.014 3.319 -0.349  0.09
2 N 1.286 2.347 -0.460  0.22
3 C 0.372 1.510 -0.584  -0.28
4 C -1.121 1.628 -0.527  -0.04
5 C -1.568 0.354 0.193  -0.28
6 N -2.918 -0.048 -0.163  0.07
7 C -0.583 -0.752 -0.322  -0.47
8 N -0.226 -1.677 0.724  0.13
9 O -1.147 -1.385 -1.431  0.02
10 C 0.709 0.017 -0.814  -0.33
11 O 0.952 -0.229 -2.166  0.05
12 C 1.902 -0.383 -0.020  -0.21
13 C 2.082 0.062 1.361  0.02
14 N 2.825 -1.026 -0.650  0.30
15 H -1.444 2.539 -0.025  0.14
16 H -1.511 1.627 -1.549  0.15
17 H -1.417 0.464 1.275  0.16
18 H -3.400 -0.492 0.612  0.11
19 H -3.481 0.736 -0.470  0.10
20 H -1.060 -2.008 1.199  0.11
21 H 0.223 -2.496 0.326  0.11
22 H -2.106 -1.158 -1.417  0.11
23 H 0.198 -0.749 -2.508  0.12
24 H 1.141 0.085 1.903  0.10
25 H 2.455 1.091 1.303  0.11
26 H 2.811 -0.544 1.893  0.11
27 H 2.671 -1.190 -1.648  0.16
28 H 3.698 -1.299 -0.218  0.16

Cartesian forces (eV/Å) of the 3 atoms listed first:
H -0.33 -0.01 0.00
N 0.83 0.19 -0.02
C -0.31 -0.35 -0.12

C12H9NO3S | ωB97M-V/def2-TZVPD

- HOMO-LUMO gap: 8.44 eV
- LUMO energy: -0.0290 Ha
- 2S+1: 1
- HOMO level: -9.23 eV

Last column: Löwdin charge in e.
Cartesian coordinates (Å):
1 O 0.005 3.262 -4.523  0.08
2 C 0.180 2.055 -4.235  -0.44
3 O 0.575 1.138 -5.260  -0.01
4 H 0.562 1.779 -6.153  0.21
5 C -0.056 1.553 -3.011  -0.17
6 C 0.492 0.202 -2.922  0.01
7 C 0.530 -0.300 -1.676  -0.06
8 C -0.091 0.222 -0.588  -0.18
9 C -0.384 1.583 -0.773  0.04
10 C -0.265 2.213 -1.903  0.00
11 H -0.407 3.072 -2.204  0.07
12 H -0.662 2.115 0.013  0.08
13 N -0.182 -0.256 0.746  0.16
14 C -0.295 0.043 1.917  -0.56
15 O -0.812 1.256 2.100  -0.04
16 C -0.164 -0.776 2.972  -0.51
17 C 0.059 -2.042 3.134  -0.22
18 C 0.052 -2.652 4.332  -0.27
19 C -0.438 -1.963 5.320  -0.22
20 S -0.560 -0.275 4.561  1.09
21 H -0.617 -1.965 6.261  0.00
22 H 0.399 -3.766 4.452  0.15
23 H 0.434 -2.863 2.155  0.20
24 H 0.423 -1.343 0.607  0.24
25 H 0.469 -1.746 -1.629  0.21
26 H 0.751 -0.543 -3.693  0.13

Cartesian forces (eV/Å) of the 3 atoms listed first:
O 0.64 -2.78 0.33
C -0.22 4.90 -7.19
O -0.72 4.08 -1.79